DFT (ωB97M-V/def2-TZVPD) results for a structure of composition C22H20N5O3RhSSe2.

## Properties
LUMO level (spin up / spin down) (eV): -7.2 / -9.8
Multiplicity: 5
E_HOMO (spin up / spin down) (eV): -14.586 / -14.467
Net charge: +2

Geometry as XYZ:
```
54
Properties=species:S:1:pos:R:3:forces:R:3
H 1.703108 -3.586860 0.012471 0.0 0.0 0.0
H -2.931156 -5.101056 0.002025 0.0 0.0 0.0
C 3.875041 -0.115278 -1.173066 0.1 0.2 -0.3
H -2.406279 5.954134 -3.022047 0.0 0.0 0.0
C -2.372271 5.099847 -2.357078 0.0 0.0 0.0
C -3.516035 4.748813 -1.640958 0.0 0.1 -0.1
H -1.679522 -0.574566 5.210392 0.0 0.0 0.0
H -4.402802 3.391840 -0.211446 0.1 0.0 0.0
H 5.003427 -1.902531 -0.543939 -0.1 0.1 0.0
N -0.366363 1.478032 -0.074240 -0.1 -0.1 -0.2
C -2.333452 2.959957 -0.673123 0.0 0.1 -0.1
S -1.947301 1.566855 0.291588 -0.3 -0.4 0.3
H 5.783288 0.317017 -2.016201 0.0 0.0 0.0
N 0.240964 -0.366888 2.446100 -0.1 -0.2 0.0
H -2.363698 -3.204696 -3.818142 0.0 0.0 0.1
C 1.436148 0.438577 4.332958 0.1 0.0 0.0
H -0.292112 4.644997 -2.772701 0.0 0.0 0.0
H 0.399949 0.404009 6.211757 0.0 0.0 0.0
C -2.520495 -4.318200 -0.621457 0.0 0.0 -0.1
H 2.067188 -2.836890 1.581082 0.0 0.0 0.0
H -3.321980 -5.070438 -2.469301 0.0 0.0 0.0
C -1.465849 -2.272288 -2.114172 0.0 0.0 0.2
N 2.578986 0.168790 -1.029485 -0.2 -0.1 0.1
C -0.782997 -0.618752 3.260207 -0.1 0.0 -0.1
H 2.160262 0.355185 2.287304 0.0 0.0 0.0
O -2.169718 1.732062 1.706552 0.0 0.0 -0.1
C 1.345963 0.156104 2.973644 0.0 0.0 -0.1
N 1.910141 -0.819709 -0.377931 0.4 -0.1 -0.1
O 1.045962 2.414710 -1.629412 0.0 -0.1 -0.2
C 0.354700 0.180527 5.153056 0.0 0.0 0.1
H 3.328194 -3.679335 0.684079 0.0 0.0 0.0
C 2.827005 -1.764433 -0.119106 0.0 -0.1 0.1
C -1.182340 3.296849 -1.374255 0.0 -0.2 0.1
O -2.522270 0.319184 -0.251612 0.0 0.2 0.2
H 2.347665 0.865173 4.729424 0.0 0.0 0.0
C -0.805964 -0.368741 4.607004 0.1 0.1 0.1
C 2.457833 -3.034369 0.578874 0.0 0.1 0.0
C 4.826014 0.809454 -1.868412 -0.1 -0.1 0.1
H 4.995290 1.710939 -1.278860 0.0 0.0 0.0
Se -1.286932 -3.317072 1.779833 0.0 0.0 0.1
Rh -0.153919 -0.653538 0.230890 0.6 0.4 -0.6
C 4.072441 -1.356015 -0.592777 0.1 -0.3 0.1
H -1.045688 -1.439636 -2.661858 0.0 0.0 0.0
C -3.518225 3.661947 -0.776441 0.0 -0.1 0.1
C -2.735559 -4.291343 -1.998119 -0.1 -0.1 0.0
C -1.763963 -3.304181 -0.081932 0.0 0.1 -0.1
H -4.419776 5.333246 -1.754649 0.0 0.0 0.0
Se -2.293457 -1.302257 2.295785 -0.1 -0.1 0.0
N -1.235710 -2.299826 -0.797036 -0.1 -0.1 0.1
C -0.035775 2.377110 -1.085045 -0.1 0.1 0.3
H 2.064464 0.981150 -1.370072 0.0 0.3 0.1
C -1.188953 4.377943 -2.228449 0.0 0.1 -0.1
H 4.442015 1.113122 -2.842565 0.0 0.0 0.0
C -2.205509 -3.258654 -2.749163 0.0 0.0 0.0
```
Positions in Å, forces in eV/Å.

natural (NBO) population analysis, charges in e, atoms 1 to 6: 0.2219 0.2612 0.2356 0.2449 -0.1598 -0.1634



DFT (ωB97M-V/def2-TZVPD) results for a structure of composition C22H20N9OSc.

## Properties
LUMO level (eV): -6.8
Multiplicity: 1
E_HOMO (eV): -13.684
Net charge: +2

Geometry as XYZ:
```
53
Properties=species:S:1:pos:R:3:forces:R:3
C -0.038470 -3.089973 -0.295414 0.0 0.1 -0.1
C -3.959939 -2.367420 4.796859 0.0 0.0 0.0
C 0.601652 2.980466 -0.609850 0.0 0.0 0.0
H -0.324875 2.770845 -1.132045 0.0 0.0 0.0
H 0.699109 5.021832 -1.237231 0.0 0.0 0.0
H 1.252750 -4.587418 -2.190598 0.0 0.0 0.0
H 6.012410 -0.436517 3.983448 0.0 0.0 0.0
C 4.451200 0.176795 2.859272 -0.1 0.1 0.1
H 2.155957 0.209885 -2.385526 0.0 0.0 0.0
Sc 0.337120 -0.118878 0.347303 -0.1 0.2 0.2
N 3.996519 1.231945 2.118389 0.0 0.0 -0.1
H -4.942893 -1.118619 6.235589 0.0 0.0 0.0
H 2.835304 5.427567 -0.007076 0.0 0.0 0.0
H 0.484352 -5.118666 0.052108 0.0 0.0 0.0
C 2.846065 1.055537 1.551463 0.1 0.0 0.1
H 6.177814 1.145115 3.267405 0.0 0.0 0.0
N 3.745205 -0.928309 3.094399 0.0 -0.1 0.0
C 2.317623 -3.043875 -3.242746 0.0 0.0 0.0
H -1.118521 -4.648968 0.657206 0.0 0.0 0.0
H 2.778343 -3.723328 -3.947127 0.0 0.0 0.0
C 2.931360 3.418894 0.742176 0.0 0.0 0.0
H 0.839530 -2.145007 2.560313 0.0 0.0 0.0
C -1.616276 -1.268029 2.096996 -0.1 -0.1 0.1
C 2.570344 -1.685762 -3.307263 0.0 0.0 0.0
C -2.840390 -0.007009 3.834837 0.0 0.0 0.0
O -1.098370 -0.129553 1.668433 0.3 0.1 -0.3
N 2.083525 -0.067962 1.636933 -0.1 0.1 -0.1
C 1.175974 4.237371 -0.667904 0.0 0.0 0.0
N 5.648045 0.299978 3.401031 0.0 0.0 0.0
H 2.191977 -2.734776 3.447062 0.0 0.0 0.0
C 2.359677 4.456480 0.017216 0.0 0.0 0.0
C 2.294959 2.192849 0.757937 0.0 0.1 0.0
C 1.970129 -0.858011 -2.374232 0.0 0.0 0.0
N -1.289990 -2.403292 1.524942 -0.1 0.1 0.0
N -0.449097 -2.135010 0.463426 0.1 -0.3 0.0
C 0.880857 -2.641041 -1.375545 0.1 -0.1 0.1
C 2.571024 -1.015307 2.499968 0.0 0.0 0.1
H -0.843686 -4.889733 -1.081562 0.0 0.0 0.0
C -4.265016 -1.148892 5.393323 0.0 0.0 0.0
N 1.146883 -1.311957 -1.424230 -0.1 0.0 0.1
C -0.407066 -4.520806 -0.151538 -0.1 0.0 0.0
C -3.096503 -2.411109 3.719390 0.0 0.0 0.0
H -2.862862 -3.353629 3.244755 0.0 0.0 0.0
H -2.405849 0.906891 3.455328 0.0 0.0 0.0
N 1.146196 1.973831 0.086519 0.0 -0.1 0.0
H 3.223058 -1.265357 -4.058190 0.0 0.0 0.0
C 1.463846 -3.530802 -2.258754 -0.1 0.1 0.0
H 3.849893 3.550571 1.293070 0.0 0.0 0.0
N 1.829045 -2.098863 2.753528 0.0 0.0 0.0
C -3.708248 0.028293 4.911711 0.0 0.0 0.0
C -2.529374 -1.228095 3.235673 0.0 -0.1 0.0
H -3.953653 0.973544 5.375477 0.0 0.0 0.0
H -4.401743 -3.279946 5.172112 0.0 0.0 0.0
```
Positions in Å, forces in eV/Å.

natural (NBO) population analysis, charges in e, atoms 1 to 6: 0.3467 -0.2099 0.0708 0.2197 0.2610 0.2532



DFT (ωB97M-V/def2-TZVPD) results for a structure of composition C22H21BNO3PPdS.

## Properties
LUMO level (spin up / spin down) (eV): 0.0 / -0.3
Multiplicity: 3
E_HOMO (spin up / spin down) (eV): -6.826 / -8.204

Geometry as XYZ:
```
51
Properties=species:S:1:pos:R:3:forces:R:3
Pd 0.403177 0.716633 -0.142494 0.7 -0.3 -0.3
C -0.805547 -3.344011 -2.044776 0.2 0.2 0.1
H -3.756097 -4.936411 -1.820986 0.0 0.0 0.0
H -2.409359 -1.418609 0.245781 0.0 0.0 0.0
C 0.630240 2.031900 5.206787 0.0 0.1 -0.1
H 3.377408 1.977219 -0.529686 0.0 0.0 0.0
H -1.583047 -5.106040 -3.001329 0.0 0.0 0.0
H 5.443757 1.203550 -1.634307 0.0 0.0 0.0
C -2.514053 1.713677 -0.520949 0.2 0.2 -0.3
H 5.507962 -0.991916 -2.765522 0.0 0.0 0.0
H 0.797260 1.808644 7.329146 0.0 0.0 0.0
H 0.847633 -1.884380 5.126428 0.0 0.0 0.0
H -0.593816 0.459965 -2.683826 0.0 -0.1 0.0
C -1.774182 -4.304093 -2.300292 -0.1 0.0 0.0
C 2.237788 0.255723 -1.100718 -0.6 -0.1 0.4
C -2.233744 3.901529 -2.377280 0.2 -0.3 0.1
H -3.333969 1.259782 -1.078053 0.0 0.0 0.0
H 0.929543 -0.635527 7.290239 0.0 0.0 0.0
C -2.983905 -4.201364 -1.637015 0.1 -0.1 -0.1
C 3.389948 1.023832 -1.043852 0.1 -0.1 -0.2
C 4.557202 0.580912 -1.656240 -0.1 0.1 0.0
H -2.902727 2.463708 0.167817 0.0 0.0 0.0
C 0.582189 1.324683 4.025662 0.0 -0.4 0.1
H 3.492445 -2.429203 -2.793159 0.1 0.0 -0.1
N 0.025596 -1.419901 -1.014533 0.4 0.4 0.1
C 2.279439 -0.997360 -1.734405 0.7 0.5 0.0
P -1.319017 2.522259 -1.635448 -0.8 0.3 -0.5
C 0.755233 1.290969 6.379653 0.0 0.0 0.1
C 0.783970 -0.804936 5.158933 0.0 -0.1 -0.2
H -1.573164 4.399560 -3.086626 0.0 0.0 0.0
C -3.214565 -3.167326 -0.726447 0.0 0.1 0.1
C 4.592460 -0.653945 -2.297541 0.2 0.0 -0.1
O -0.075018 2.991856 -0.955672 0.2 -0.3 0.2
S 0.806006 -3.216639 -2.685099 0.0 0.1 0.1
H -0.361299 1.873978 -3.726912 0.0 0.0 0.0
C 0.657941 -0.066092 4.003444 0.0 0.4 0.1
C 0.830500 -0.096607 6.357035 0.0 0.0 0.1
H 0.577402 3.112215 5.219359 0.0 0.0 0.0
H -1.986829 0.952077 0.063249 -0.1 0.0 0.0
H -3.125051 3.540441 -2.890871 0.0 0.1 0.0
H -2.514753 4.605948 -1.595688 0.0 0.0 0.0
B 0.461922 0.652907 1.912073 -0.1 0.0 0.2
C 1.059232 -1.773426 -1.727951 -0.6 -0.4 0.0
H -1.987615 1.171994 -3.536097 0.0 0.0 0.0
H -4.158144 -3.124669 -0.198504 0.0 0.0 0.0
C -1.045541 1.388164 -3.030632 0.0 0.2 0.2
C -1.034796 -2.283782 -1.152811 -0.2 -0.4 -0.1
C -2.252365 -2.208821 -0.476683 0.1 0.1 0.0
C 3.464293 -1.447920 -2.330010 -0.3 -0.1 0.1
O 0.461942 1.782460 2.741566 0.0 0.2 0.0
O 0.586098 -0.493613 2.705238 0.0 -0.3 -0.1
```
Positions in Å, forces in eV/Å.

natural (NBO) population analysis, charges in e, atoms 1 to 6: 0.5869 -0.2483 0.2186 0.2259 -0.2740 0.2209



DFT (ωB97M-V/def2-TZVPD) results for a structure of composition C22H21ClF4N3OsS.

## Properties
Relative energy (zero: lowest compared OMol25 entry of this formula, charge and spin) (kJ/mol): 16.9
LUMO level (spin up / spin down) (eV): 2.4 / 1.5
Multiplicity: 5
E_HOMO (spin up / spin down) (eV): -4.598 / -4.533
Net charge: -1

Geometry as XYZ:
```
53
Properties=species:S:1:pos:R:3:forces:R:3
C -0.124446 -2.845315 0.809684 -0.4 -0.3 -0.2
C 3.040630 -0.138462 3.550993 -0.1 0.1 -0.1
C 3.150921 1.977508 2.391390 -0.1 -0.1 -0.1
F -6.148849 3.029992 -1.332694 0.2 -0.1 0.1
H 3.420563 -1.203400 -1.554424 0.1 0.0 0.0
C -4.797543 1.289245 1.509503 -0.1 0.2 -0.1
H 2.046932 -1.028647 -0.451770 0.1 0.0 0.1
C -5.708180 2.001582 0.741512 0.2 -0.1 -0.1
C 2.452207 -0.726582 -1.414401 -0.2 0.0 -0.1
N 6.977526 1.972372 5.272162 0.1 0.0 0.1
F -2.723136 0.247712 1.855173 -0.3 0.4 -0.2
H 1.813181 -0.710024 -3.479395 -0.1 -0.1 -0.1
H -0.423341 -1.313175 -4.277610 0.1 0.1 0.0
F -3.809504 2.405056 -2.314401 -0.1 -0.1 0.2
H -0.865501 -3.473501 1.321128 0.1 0.2 -0.3
H 2.605900 0.349185 -1.402333 0.0 0.1 0.1
C 2.506114 0.749909 2.602647 0.4 0.0 0.3
C -3.570385 0.918722 1.018089 0.2 -0.3 0.0
C -5.303350 2.327589 -0.540368 -0.1 0.0 0.3
H -1.383754 -3.528626 -3.825376 -0.1 0.0 -0.1
C -1.498551 1.113458 -2.051947 0.2 0.0 -0.2
C 1.364666 0.367635 1.875981 -0.8 0.1 -0.5
H -1.777111 -1.202983 -3.137137 0.2 0.0 0.0
N -1.937228 0.743030 -0.721412 0.8 -0.1 0.2
C -4.069875 1.972170 -1.045246 0.1 -0.1 -0.2
Cl 1.277936 -2.912493 1.926709 0.6 -0.1 0.3
C 4.190651 0.171845 4.234241 0.2 0.2 0.1
C 4.842135 1.389028 3.998734 -1.1 -0.3 -0.6
N 0.090759 -0.845287 -2.274886 -0.2 0.1 0.0
Os -1.038898 -0.998385 0.224186 -1.6 -1.2 -1.2
H 2.533979 -1.074877 3.726184 0.0 -0.1 0.0
H -1.476880 2.208801 -2.154713 0.1 -0.2 -0.1
C 1.502363 -1.160318 -2.521340 0.2 -0.1 0.2
H 2.736878 2.684888 1.686865 -0.1 -0.1 -0.1
C -3.125576 1.190410 -0.312102 -0.8 0.4 0.4
H 1.591174 -2.239703 -2.622568 0.0 0.0 -0.1
H -2.200634 0.738433 -2.809501 0.1 0.1 0.0
H 0.214512 -3.511422 -3.083181 0.0 -0.1 -0.1
H 0.234530 -3.397305 -0.072543 -0.3 0.2 0.1
H -6.671968 2.288363 1.120452 -0.1 0.0 0.1
C 4.302109 2.291013 3.074795 0.2 -0.1 0.2
H -1.234433 -3.286353 -2.087973 0.0 -0.1 0.0
C -0.777927 -3.065910 -3.050408 0.1 0.2 0.1
F -5.126707 0.975247 2.780341 0.1 0.0 -0.2
H 4.600747 -0.522240 4.953409 0.0 0.0 0.1
S -2.869822 -2.203082 -0.348904 0.7 0.3 0.3
H 0.589280 1.057091 -1.628465 0.0 0.0 -0.1
H 4.799070 3.235074 2.899829 0.0 0.0 0.0
H 0.183143 0.972598 -3.371426 0.0 -0.1 0.1
C 6.019059 1.707489 4.694511 0.8 0.3 0.5
C -0.749014 -1.553650 -3.250751 -0.3 -0.2 0.0
C 0.412430 -0.043945 1.229492 0.9 0.6 0.5
C -0.086782 0.610237 -2.360732 -0.4 0.2 0.2
```
Positions in Å, forces in eV/Å.

natural (NBO) population analysis, charges in e, atoms 1 to 6: -0.7111 -0.2210 -0.2268 -0.3237 0.2081 0.3408



DFT (ωB97M-V/def2-TZVPD) results for a structure of composition C22H21F27I2O5P.

## Properties
LUMO level (eV): -4.2
Multiplicity: 1
E_HOMO (eV): -13.170
Net charge: +1

Geometry as XYZ:
```
78
Properties=species:S:1:pos:R:3:forces:R:3
F -1.512573 1.934743 -0.107057 0.0 0.0 -0.1
C 2.678438 3.216865 2.052058 -0.1 0.0 -0.2
F 1.734124 5.649855 6.338864 0.0 0.0 0.0
C 2.496985 -7.368421 0.888342 0.0 0.1 0.0
C 0.643638 3.903036 3.198843 -0.4 0.0 -0.2
H -3.864492 -0.323287 2.356862 0.0 0.0 0.0
H -0.426555 2.078058 -4.329408 0.1 -0.1 0.0
F 1.215768 3.630089 -6.873811 0.0 0.0 0.1
O 1.492670 2.909972 2.649343 0.2 -0.1 0.4
H -0.759509 0.231031 0.599642 0.0 0.0 0.0
I 2.270535 -5.935722 -2.100346 0.0 0.0 0.0
F 0.964786 -1.508049 -3.188295 0.1 -0.1 0.2
F 5.007592 2.934362 2.151159 0.0 0.0 0.0
C 1.184487 -2.471166 0.892007 0.0 0.0 -0.2
H -1.543364 -3.131481 0.349564 0.0 -0.1 0.0
H -1.470121 -3.574607 -1.334482 0.1 0.0 0.0
H 2.221783 1.622446 -8.056470 0.0 0.0 0.0
F 1.373555 3.188575 5.331187 0.0 0.0 0.0
F 2.651056 2.672142 0.803421 0.0 0.1 0.0
O 0.175962 1.782697 -6.302532 0.2 -0.4 -0.1
P 0.637147 -3.811800 -0.334969 -0.2 0.0 0.0
C -3.650196 2.899799 2.199524 -0.1 -0.1 0.2
O -3.450811 -4.151401 1.291075 0.0 0.0 0.0
C -4.190249 3.805239 1.083102 0.0 0.0 0.0
F 3.920927 2.954575 4.053000 0.0 0.0 0.0
O -4.150786 1.630778 2.114012 0.0 0.1 -0.5
C 1.705979 -6.098438 0.856913 -0.1 -0.1 0.1
F 3.635745 2.355324 -6.843727 0.0 0.0 0.0
H 2.517807 -7.809206 1.880827 0.0 0.0 0.0
F 1.195429 -1.329560 0.198264 0.0 0.1 -0.1
C 3.868340 2.559552 2.769346 0.0 0.0 0.0
H 2.074736 -8.088785 0.182050 0.0 0.0 0.0
F 2.857277 4.535881 1.909619 0.0 0.0 0.0
H -1.542369 1.292448 -5.433663 0.0 0.0 0.0
F 0.224676 -0.849517 -5.665523 0.0 0.0 0.0
C 1.369571 2.446242 -6.241186 -0.1 0.2 -0.1
I 0.784923 -5.544375 2.646899 0.0 0.0 0.0
H -0.343244 3.449660 3.175894 0.0 0.0 0.0
H -2.143108 -6.724333 1.998015 -0.1 -0.2 -0.2
C 0.862097 4.249844 4.675731 0.0 -0.1 0.1
F 0.336932 -2.325230 1.899171 -0.1 0.0 0.1
H -1.058252 -6.057096 0.189375 0.0 0.1 0.0
F -3.894864 3.273531 -0.120319 0.0 0.0 0.0
F -2.800015 -1.251245 0.559178 0.0 0.0 0.0
C -1.168826 -3.899949 -0.335182 -0.1 0.0 -0.1
F -4.053023 3.435551 3.368288 0.1 0.0 0.0
O -2.968690 -6.232884 1.905815 0.0 0.3 0.2
H 3.771655 1.472685 2.726135 0.0 0.0 0.0
C 2.473101 1.690380 -6.996956 0.0 0.0 0.0
H -2.370681 -5.599572 -0.869936 0.0 -0.1 0.1
F -1.447673 0.093806 -1.278985 0.1 -0.1 0.1
H 3.524616 -7.157513 0.577177 -0.1 0.0 0.0
H 0.506703 0.356402 -2.614873 0.0 0.0 0.0
F -2.298988 2.893486 2.200618 0.0 0.1 0.0
C -0.153653 -0.057492 -4.645770 0.1 0.0 -0.1
F -0.385906 4.491930 5.180399 0.0 0.0 0.0
C 1.670705 5.510447 4.999013 -0.1 0.0 0.0
C -2.928361 0.121813 0.536963 0.0 0.1 0.0
F 2.618347 0.449743 -6.484824 0.0 0.0 0.0
H -5.270559 3.921532 1.181482 0.0 0.0 0.0
C -1.581413 0.598220 -0.019730 0.0 0.0 0.0
F 2.067490 0.268089 -3.854138 0.0 -0.1 0.0
F 1.737111 2.710008 -4.974466 0.1 0.0 0.0
C -0.494765 1.352463 -5.140793 -0.4 0.3 0.0
F 2.926527 5.398529 4.520093 0.0 0.0 0.0
F -3.911340 0.432080 -0.317549 0.0 0.0 0.0
F -3.586661 5.007726 1.181659 0.0 0.0 0.0
H 1.041207 -3.235206 -1.538559 0.1 0.1 0.0
F -1.315930 -0.568741 -4.130229 0.0 0.0 0.0
C 1.524571 -5.345462 -0.233002 0.1 0.0 -0.1
H 0.600974 4.798532 2.578892 0.1 0.0 0.1
C -2.796372 -5.137073 1.138411 0.1 -0.1 -0.1
C -3.293610 0.520946 1.971435 0.0 -0.3 0.4
H 1.192742 6.394596 4.569576 0.0 0.0 0.0
C 0.855400 -0.178515 -3.498746 -0.1 0.1 -0.1
F 2.399316 -2.703832 1.355387 0.1 -0.1 0.1
C -1.789103 -5.270218 -0.005398 -0.1 0.1 0.1
H -2.397367 0.614469 2.586295 0.0 0.0 -0.1
```
Positions in Å, forces in eV/Å.

Löwdin population analysis, charges in e, atoms 1 to 6: 0.1123 -0.5495 0.1070 -0.1715 -0.0371 0.1557



Values for F_max, eV/Å, ordered as above
1.0, 0.4, 1.0, 2.3, 0.5
Values for energy, eV, ordered as above
-181251.214, -59289.965, -55069.673, -64317.839, -132247.288